{"formula": "C3H14N9", "method": "the ωB97M-V functional and the def2-TZVPD basis", "species": ["C", "C", "C", "N", "N", "N", "N", "N", "N", "N", "N", "N", "H", "H", "H", "H", "H", "H", "H", "H", "H", "H", "H", "H", "H", "H"], "coordinates": [[0.614, 1.644, 0.076], [0.569, -0.962, -1.290], [0.271, -0.131, 1.745], [1.920, 1.699, 0.332], [-0.232, 0.819, 0.785], [-0.092, -1.582, -0.416], [0.042, 2.274, -0.969], [0.099, -0.632, -2.538], [-0.655, -0.825, 2.505], [1.524, 0.033, 2.081], [-1.482, 0.701, 0.182], [-1.402, -2.087, -0.772], [1.584, -0.529, -0.982], [0.565, 2.923, -1.512], [-0.897, 1.761, -1.156], [0.758, -0.337, -3.248], [-0.736, -0.963, -2.999], [-0.192, -1.434, 3.231], [-1.637, -0.987, 2.483], [2.251, 1.303, 1.234], [1.796, -0.662, 2.755], [-2.272, 0.939, 0.872], [-1.657, -0.278, -0.180], [-1.484, -2.241, -1.869], [-1.706, -2.878, -0.248], [2.452, 2.429, -0.104]], "forces_ev_per_a": [[0.1173, 0.1151, -0.8261], [0.5768, 0.5406, -0.6070], [0.1911, 1.7570, 1.5868], [-0.3224, 0.9013, 0.2299], [0.4919, -0.1797, 0.3749], [-0.9617, -2.3301, 0.7112], [-1.1153, -1.9648, 1.4807], [0.6607, 0.4957, -1.2288], [2.5324, -1.1198, 1.1581], [-1.8448, -1.4371, -0.5424], [-2.5922, -0.9168, 1.3600], [1.0467, 1.9040, -3.7791], [-1.5908, -0.8020, -0.6202], [0.0154, 0.1720, -0.5047], [1.5775, 1.6688, -0.0281], [0.1200, 0.0059, 0.4103], [0.0468, -0.2100, 0.6761], [-0.8195, 1.1322, -1.2788], [-0.4391, 0.3818, -0.9883], [-0.4334, -0.2061, -0.5042], [0.1649, -0.0929, 0.4368], [1.7500, -0.2603, -1.3428], [0.2732, 1.0123, 0.5515], [0.0436, -0.1536, 3.2454], [0.4493, -0.6118, 0.3435], [0.0616, 0.1983, -0.3146]], "nbo_charge": [0.686, 0.217, 0.651, -0.773, -0.294, -0.366, -0.796, -0.850, -0.831, -0.799, -0.696, -0.713, 0.220, 0.422, 0.470, 0.406, 0.398, 0.413, 0.424, 0.475, 0.371, 0.389, 0.425, 0.349, 0.395, 0.407], "e_above_lowest_kcal_mol": 0.0, "charge": 1, "homo_ev": -12.1187}